Entry w
ORCA calculation (the ωB97M-V functional and the def2-TZVPD basis) on a cluster of 2 separate species, CH4S2 in total.

## Properties
orbital gap (spin up / spin down): 5.219 / 5.236 eV
highest occupied orbital energy (spin up / spin down): -8.74 / -8.76 eV

Last columns: bonded neighbours and bond lengths (Å).
CARTESIAN COORDINATES (ANGSTROEM)
1 C 0.85163 0.18443 -0.01420  H3 1.085, H4 1.091, H5 1.087, S7 1.792
2 S -3.21613 0.08717 -0.00854  H6 1.336
3 H 0.33409 0.91557 0.59801  C1 1.085
4 H 1.84635 -0.00429 0.39107  C1 1.091
5 H 0.92630 0.54635 -1.03647  C1 1.087
6 H -3.29919 -1.24069 0.11680  S2 1.336
7 S -0.06734 -1.35376 -0.00736  C1 1.792

=====

Entry x
ORCA calculation (the ωB97M-V functional and the def2-TZVPD basis) on a cluster of 2 separate species, CH4S2 in total.

## Properties
orbital gap: 8.397 eV
structure (SMILES): C=S.S
highest occupied orbital energy: -9.02 eV

Last columns: bonded neighbours and bond lengths (Å).
CARTESIAN COORDINATES (ANGSTROEM)
1 H 0.38019 2.38742 0.19860  C3 1.117
2 H -0.88763 1.42002 1.24122  C3 1.084
3 C 0.11363 1.50812 0.83399  H1 1.117, H2 1.084, S6 1.608
4 H -0.46230 -2.74180 -0.58739  S5 1.420
5 S -0.71411 -2.05941 -1.80642  H4 1.420, H7 1.242
6 S 1.35739 0.80040 1.56756  C3 1.608
7 H 0.21281 -1.31475 -1.44757  S5 1.242

=====

What should be chosen as the most stable of them? Choose entry x.

=====

Entry w
ORCA calculation (the ωB97M-V functional and the def2-TZVPD basis) on the molecule CH4S2.

## Properties
orbital gap: 8.898 eV
structure (SMILES): CSS
highest occupied orbital energy: -8.70 eV

Last columns: bonded neighbours and bond lengths (Å).
CARTESIAN COORDINATES (ANGSTROEM)
1 H 1.20815 0.32750 0.41652  C5 1.086
2 S -1.16399 -0.53278 -0.02467  S4 2.140, C5 1.918
3 H 0.10266 -0.22029 1.89708  C5 1.081
4 S -1.36495 1.02692 -1.47674  S2 2.140, H6 1.430
5 C 0.50453 -0.34206 0.90132  H1 1.086, S2 1.918, H3 1.081, H7 1.128
6 H -0.31575 1.06736 -2.44696  S4 1.430
7 H 1.02935 -1.32663 0.73346  C5 1.128

=====

Entry x
ORCA calculation (the ωB97M-V functional and the def2-TZVPD basis) on the molecule CH4S2.

## Properties
orbital gap: 8.670 eV
highest occupied orbital energy: -8.42 eV

Last columns: bonded neighbours and bond lengths (Å).
CARTESIAN COORDINATES (ANGSTROEM)
1 H 1.16060 0.14136 -1.11387  S5 1.480
2 H -1.17027 -0.16517 -1.07204  C7 1.138
3 H -0.51135 -1.51135 0.02836  C7 1.151
4 H -1.40433 -0.03042 0.69525  C7 1.021
5 S 0.67885 0.94230 0.03397  H1 1.480, S6 1.961, C7 1.980
6 S 2.02743 1.01657 1.45616  S5 1.961
7 C -0.78094 -0.39328 -0.02783  H2 1.138, H3 1.151, H4 1.021, S5 1.980

=====

What should be chosen as the most stable of them? Choose entry w.

=====

Entry w
ORCA calculation (the ωB97M-V functional and the def2-TZVPD basis) on the molecule C4H5ClN2.

## Properties
orbital gap: 8.931 eV
structure (SMILES): Cl/C=C1/CNC=N1
highest occupied orbital energy: -8.16 eV

Last columns: bonded neighbours and bond lengths (Å).
CARTESIAN COORDINATES (ANGSTROEM)
1 N 1.51692 -0.18615 -0.24910  C4 1.372, C7 1.432, H12 1.016
2 Cl -3.26693 -0.54905 -0.05938  C8 1.710
3 H 1.51502 -2.32020 -0.19827  C4 1.111
4 C 0.93279 -1.39899 0.01738  N1 1.372, H3 1.111, N5 1.260
5 N -0.31712 -1.36898 0.17627  C4 1.260, C9 1.445
6 H 0.56378 1.68606 -0.58729  C7 1.089
7 C 0.57775 0.83834 0.09648  N1 1.432, H6 1.089, C9 1.515, H11 1.092
8 C -1.93367 0.52031 -0.01412  Cl2 1.710, C9 1.335, H10 1.059
9 C -0.69852 0.02146 0.07777  N5 1.445, C7 1.515, C8 1.335
10 H -2.13366 1.55326 -0.13401  C8 1.059
11 H 0.71931 1.26539 1.09177  C7 1.092
12 H 2.52436 -0.06146 -0.21749  N1 1.016

=====

Entry x
ORCA calculation (the ωB97M-V functional and the def2-TZVPD basis) on the molecule C4H5ClN2.

## Properties
orbital gap (spin up / spin down): 7.331 / 7.216 eV
highest occupied orbital energy (spin up / spin down): -6.77 / -6.82 eV

Last columns: bonded neighbours and bond lengths (Å).
CARTESIAN COORDINATES (ANGSTROEM)
1 Cl 1.63738 2.54912 0.62415  C11 1.834
2 C -1.29216 -0.81440 0.69680  C4 1.290, N12 1.250
3 C 0.07292 -0.68987 -1.06305  C4 1.418, H6 1.131, N10 1.389
4 C -0.57944 -1.51911 -0.11506  C2 1.290, C3 1.418, H5 1.089
5 H -0.86853 -2.56534 -0.20204  C4 1.089
6 H -0.15355 -0.75584 -2.16870  C3 1.131
7 H 0.69083 1.24669 -1.49237  N10 1.092
8 H 1.87703 0.20661 1.39640  C11 1.246
9 H -2.19699 0.87779 1.35190  N12 1.050
10 N 0.81590 0.44456 -0.76221  C3 1.389, H7 1.092, C11 1.323
11 C 1.33939 0.75227 0.41314  Cl1 1.834, H8 1.246, N10 1.323
12 N -1.34279 0.26752 1.32101  C2 1.250, H9 1.050

=====

What should be chosen as the most stable of them? Choose entry w.

=====

Entry w
ORCA calculation (the ωB97M-V functional and the def2-TZVPD basis) on a cluster of 2 separate species, C5H14 in total.

## Properties
orbital gap: 12.116 eV
structure (SMILES): CCC.CC
highest occupied orbital energy: -11.00 eV

Last columns: bonded neighbours and bond lengths (Å).
CARTESIAN COORDINATES (ANGSTROEM)
1 H 3.37141 0.20704 -0.40687  C6 1.095
2 H -0.43865 0.73310 -1.57127  C15 1.091
3 H -0.95247 0.82015 1.99469  C4 1.085
4 C -1.95725 0.41276 2.01942  H3 1.085, H5 1.092, H7 1.093, C12 1.514
5 H -2.44601 0.71544 2.94835  C4 1.092
6 C 2.27963 0.22550 -0.32988  H1 1.095, H10 1.092, C13 1.532, H14 1.084
7 H -2.57935 0.82409 1.22003  C4 1.093
8 H 0.03906 -0.96463 -1.94534  C15 1.091
9 H -2.95899 -1.47494 1.81067  C12 1.089
10 H 2.08704 -0.79827 -0.00193  C6 1.092
11 H 2.00716 1.54764 -1.95027  C13 1.093
12 C -1.94077 -1.09258 1.85957  C4 1.514, H9 1.089, H16 1.089, H17 1.097
13 C 1.71382 0.51950 -1.72256  C6 1.532, H11 1.093, C15 1.535, H19 1.103
14 H 1.95219 0.99176 0.36408  C6 1.084
15 C 0.28339 0.09006 -2.07651  H2 1.091, H8 1.091, C13 1.535, H18 1.095
16 H -1.29584 -1.55824 2.60340  C12 1.089
17 H -1.52633 -1.37947 0.88507  C12 1.097
18 H 0.11065 0.16167 -3.15517  C15 1.095
19 H 2.25128 0.01940 -2.54547  C13 1.103

=====

Entry x
ORCA calculation (the ωB97M-V functional and the def2-TZVPD basis) on a cluster of 2 separate species, C5H14 in total.

## Properties
orbital gap: 11.784 eV
structure (SMILES): CCC.CC
highest occupied orbital energy: -10.68 eV

Last columns: bonded neighbours and bond lengths (Å).
CARTESIAN COORDINATES (ANGSTROEM)
1 H 2.06199 -1.54172 2.63986  C18 1.089
2 H -3.04261 0.97489 -0.38084  C6 1.092
3 H -0.75396 0.80355 0.16254  C16 1.128
4 H 2.65274 0.80736 0.89467  C11 1.077
5 H 3.45473 -1.12663 1.60412  C18 1.112
6 C -2.58177 -0.00383 -0.52823  H2 1.092, H9 1.101, C16 1.514, H19 1.117
7 H -0.70063 1.89014 -2.00338  C12 1.086
8 H 2.10555 -1.91178 0.89178  C18 1.134
9 H -2.91934 -0.79206 0.16310  C6 1.101
10 H -0.51040 -0.78989 -0.35875  C16 1.083
11 C 1.85177 0.26402 1.36641  H4 1.077, H14 1.078, H17 1.131, C18 1.507
12 C -0.68289 0.80491 -1.98609  H7 1.086, H13 1.105, H15 1.087, C16 1.568
13 H -1.32313 0.38207 -2.78153  C12 1.105
14 H 0.79662 0.40807 1.20042  C11 1.078
15 H 0.30803 0.42050 -2.21449  C12 1.087
16 C -1.07494 0.08742 -0.64811  H3 1.128, C6 1.514, H10 1.083, C12 1.568
17 H 1.69613 0.76833 2.36685  C11 1.131
18 C 2.34520 -1.12670 1.67369  H1 1.089, H5 1.112, H8 1.134, C11 1.507
19 H -2.98269 -0.49228 -1.44948  C6 1.117

=====

What should be chosen as the most stable of them? Choose entry w.

=====

Entry w
ORCA calculation (the ωB97M-V functional and the def2-TZVPD basis) on a cluster of 2 separate species, C5H14 in total.

## Properties
orbital gap: 12.490 eV
structure (SMILES): CCC.CC
highest occupied orbital energy: -11.32 eV

Last columns: bonded neighbours and bond lengths (Å).
CARTESIAN COORDINATES (ANGSTROEM)
1 H -2.05237 -0.43629 0.81483  C9 1.089
2 H -0.69997 -0.92544 1.87889  C9 1.091
3 H -0.11442 1.64200 -1.18317  C7 1.088
4 H -2.12213 -1.80345 1.80271  C9 1.098
5 H 1.87767 3.19652 0.58205  C19 1.085
6 H 1.06805 -1.41355 0.16711  C12 1.090
7 C 0.34960 1.79505 -0.21064  H3 1.088, H13 1.096, H15 1.080, C19 1.521
8 H -1.67116 -2.04478 -0.78886  C18 1.079
9 C -1.42813 -1.26687 1.14167  H1 1.089, H2 1.091, H4 1.098, C18 1.514
10 H 1.14098 3.70412 -0.87845  C19 1.088
11 H -0.91909 -3.21002 0.30228  C18 1.088
12 C 0.39381 -1.76454 -0.61345  H6 1.090, H14 1.089, H17 1.085, C18 1.545
13 H -0.46422 2.12860 0.44348  C7 1.096
14 H 0.88124 -2.61224 -1.09226  C12 1.089
15 H 0.73472 0.88542 0.22665  C7 1.080
16 H 2.24910 2.38899 -0.98320  C19 1.090
17 H 0.26553 -0.91472 -1.27554  C12 1.085
18 C -0.96049 -2.16199 0.01439  H8 1.079, C9 1.514, H11 1.088, C12 1.545
19 C 1.47126 2.81319 -0.34849  H5 1.085, C7 1.521, H10 1.088, H16 1.090

=====

Entry x
ORCA calculation (the ωB97M-V functional and the def2-TZVPD basis) on a cluster of 2 separate species, C5H14 in total.

## Properties
orbital gap: 12.198 eV
structure (SMILES): CCC.CC
highest occupied orbital energy: -11.13 eV

Last columns: bonded neighbours and bond lengths (Å).
CARTESIAN COORDINATES (ANGSTROEM)
1 H 0.49700 -2.14534 0.30237  C14 1.130
2 H -0.75230 0.33983 -1.50097  C10 0.987
3 H 0.00898 2.95612 -0.92315  C17 1.166
4 C -2.01001 0.47355 0.14307  H9 1.070, C10 1.516, H11 1.116, H12 1.063
5 H -0.03738 1.02814 -0.07205  C10 1.069
6 C 2.43823 -2.31889 1.01359  H13 1.180, C14 1.525, H16 1.088, H19 1.014
7 H -1.93401 2.85640 -1.08108  C17 1.084
8 H -0.78692 2.30097 -2.23718  C17 0.968
9 H -1.90782 -0.58824 0.22500  C4 1.070
10 C -0.87133 0.95248 -0.73653  H2 0.987, C4 1.516, H5 1.069, C17 1.578
11 H -1.83849 0.77803 1.20338  C4 1.116
12 H -2.96806 0.80056 -0.18220  C4 1.063
13 H 3.23769 -1.80612 1.71347  C6 1.180
14 C 1.24626 -1.41328 0.72509  H1 1.130, C6 1.525, H15 1.092, H18 1.069
15 H 0.98234 -0.82431 1.60558  C14 1.092
16 H 2.13704 -3.10003 1.70919  C6 1.088
17 C -0.96159 2.42616 -1.29308  H3 1.166, H7 1.084, H8 0.968, C10 1.578
18 H 1.44239 -0.68082 -0.02824  C14 1.069
19 H 2.87015 -2.63528 0.15298  C6 1.014

=====

Entry y
ORCA calculation (the ωB97M-V functional and the def2-TZVPD basis) on a cluster of 2 separate species, C5H14 in total.

## Properties
orbital gap: 12.033 eV
structure (SMILES): CCC.CC
highest occupied orbital energy: -10.88 eV

Last columns: bonded neighbours and bond lengths (Å).
CARTESIAN COORDINATES (ANGSTROEM)
1 H 1.45796 2.03634 0.56651  C3 1.026
2 H 1.89175 3.00443 -0.88715  C3 1.118
3 C 1.61986 2.01407 -0.44645  H1 1.026, H2 1.118, H8 1.045, C16 1.554
4 H 0.30743 1.81228 -2.11750  C16 1.100
5 H -0.37354 1.53110 -0.54850  C16 1.062
6 H -2.71924 -1.93750 0.99745  C12 1.039
7 C -0.79541 -1.62930 1.41258  H10 1.194, H11 1.029, C12 1.463, H18 1.052
8 H 2.46435 1.43000 -0.63942  C3 1.045
9 H -0.03269 -0.78922 -0.74892  C15 1.123
10 H -0.01893 -0.72669 1.50780  C7 1.194
11 H -0.76562 -2.09755 2.32881  C7 1.029
12 C -2.10671 -1.09950 1.03825  H6 1.039, C7 1.463, H13 1.065, H17 1.156
13 H -2.18371 -0.58699 0.10820  C12 1.065
14 H 1.63842 -0.62574 -0.58704  C15 1.141
15 C 0.80036 -0.22860 -1.25167  H9 1.123, H14 1.141, C16 1.551, H19 1.161
16 C 0.45344 1.28108 -1.16534  C3 1.554, H4 1.100, H5 1.062, C15 1.551
17 H -2.43360 -0.50782 1.97589  C12 1.156
18 H -0.32305 -2.31872 0.77418  C7 1.052
19 H 1.11896 -0.56167 -2.31772  C15 1.161

=====

Entry z
ORCA calculation (the ωB97M-V functional and the def2-TZVPD basis) on a cluster of 2 separate species, C5H14 in total.

## Properties
orbital gap: 12.166 eV
structure (SMILES): CCC.CC
highest occupied orbital energy: -11.05 eV

Last columns: bonded neighbours and bond lengths (Å).
CARTESIAN COORDINATES (ANGSTROEM)
1 H -0.96229 -1.13103 -0.94533  C11 1.077
2 H -1.28508 -2.40905 0.31459  C11 1.096
3 C 1.89762 0.31030 -0.85598  H10 1.094, C13 1.517, H14 1.097, H15 1.091
4 H 3.75155 0.20621 0.07242  C13 1.102
5 H -2.33603 -1.03688 1.78719  C12 1.086
6 H -2.76858 1.46608 0.50787  C9 1.098
7 H 0.03606 -1.34924 0.51598  C11 1.094
8 H 3.58685 1.63563 -1.14369  C13 1.097
9 C -2.75947 0.41230 0.19954  H6 1.098, C12 1.546, H17 1.074, H19 1.091
10 H 1.03822 0.97024 -1.00602  C3 1.094
11 C -0.97621 -1.37922 0.10232  H1 1.077, H2 1.096, H7 1.094, C12 1.550
12 C -1.79841 -0.45902 1.04077  H5 1.086, C9 1.546, C11 1.550, H18 1.092
13 C 3.14133 1.01957 -0.35348  C3 1.517, H4 1.102, H8 1.097, H16 1.084
14 H 2.21114 -0.36322 -1.66248  C3 1.097
15 H 1.59357 -0.34321 -0.03721  C3 1.091
16 H 3.06064 1.72109 0.46898  C13 1.084
17 H -2.45032 0.44754 -0.82889  C9 1.074
18 H -1.17781 0.18703 1.66530  C12 1.092
19 H -3.80278 0.09488 0.15814  C9 1.091

=====

What should be chosen as the most stable of them? Choose entry w.